1.
110
Properties=species:S:1:pos:R:3:lowdin_charge:R:1 method="wB97M-V/def2-TZVPD" smiles="NC(=O)OOC(=O)c1ccccc1.CCOC(=O)OC.CCOC(=O)OC.CCOC(=O)OC.CCOC(=O)OC.CCOC(=O)OC.CCOC(=O)OC" orbital_gap_ev=9.89 charge=0 total_energy_ev=-80608.44786 molar_mass_g_mol=805.8
N 5.9183 -1.6100 -2.2593 0.1512
C 6.6379 -0.5278 -2.8844 -0.5015
O 6.7883 -0.4311 -4.0576 0.1487
O 7.1354 0.4428 -1.9486 0.0089
O 6.8000 1.7109 -2.3713 0.0068
C 5.6662 2.1850 -1.6770 -0.3574
O 5.7356 3.0448 -0.8571 0.1713
C 4.2781 1.5718 -2.0644 -0.1190
C 3.8489 1.8502 -3.4500 -0.0040
C 2.5899 1.2882 -3.9200 -0.0463
C 1.8221 0.4795 -2.9687 -0.0774
C 2.2353 0.2031 -1.6074 -0.0637
C 3.5092 0.7700 -1.1300 -0.0252
H 5.6701 -1.2788 -1.3159 0.0864
H 5.0138 -1.6067 -2.7535 0.1058
H 4.5105 2.4485 -4.1156 0.1223
H 2.2912 1.4777 -4.9735 0.1011
H 0.8695 0.0334 -3.3499 0.1028
H 1.6429 -0.4410 -0.9181 0.1026
H 3.9126 0.6163 -0.1068 0.1194
C 4.4865 5.8382 1.6500 -0.0619
C 3.7314 5.0071 0.6305 -0.2079
O 2.5420 4.4331 1.1962 0.0344
C 1.5304 5.2798 1.4024 -0.6023
O 1.5225 6.4582 1.1514 0.1209
O 0.5197 4.5944 1.9576 -0.0019
C -0.5947 5.4078 2.3253 -0.0402
H 4.7063 5.2443 2.5400 0.0821
H 5.4219 6.2089 1.2284 0.0813
H 3.8981 6.6958 1.9802 0.0717
H 4.3581 4.1740 0.3159 0.0857
H 3.4897 5.5858 -0.2638 0.1293
H -0.9610 5.9855 1.4768 0.0976
H -0.3168 6.0681 3.1481 0.0995
H -1.3917 4.7473 2.6639 0.0841
C -2.8910 1.7014 3.6636 -0.0626
C -3.4452 1.0549 2.4095 -0.2061
O -4.8775 1.0184 2.4247 0.0379
C -5.4891 2.1851 2.2112 -0.5996
O -4.9554 3.2450 1.9996 0.1186
O -6.8109 1.9799 2.2928 -0.0060
C -7.5864 3.1731 2.1861 -0.0492
H -3.2742 1.1989 4.5545 0.0755
H -1.8005 1.6588 3.6710 0.0805
H -3.1908 2.7479 3.7385 0.0675
H -3.1109 0.0180 2.3638 0.1225
H -3.0850 1.5505 1.5053 0.1235
H -7.3523 3.7166 1.2708 0.0959
H -7.4208 3.8042 3.0607 0.0986
H -8.6360 2.8838 2.1590 0.0914
C -0.2440 2.3482 -10.3873 -0.0677
C 0.4490 2.7878 -9.1123 -0.2117
O 0.8794 1.6650 -8.3302 0.0287
C 1.9449 1.0069 -8.7989 -0.6025
O 2.5681 1.2750 -9.7939 0.1252
O 2.1934 -0.0211 -7.9763 -0.0031
C 3.2516 -0.8722 -8.4212 -0.0361
H -1.0717 1.6731 -10.1594 0.0823
H -0.6273 3.2102 -10.9349 0.0807
H 0.4367 1.8035 -11.0429 0.0734
H -0.2579 3.3410 -8.4930 0.1218
H 1.2892 3.4543 -9.3178 0.1250
H 4.1659 -0.3076 -8.5957 0.0739
H 2.9471 -1.4009 -9.3251 0.1054
H 3.4431 -1.6053 -7.6396 0.0992
C -8.3763 0.6537 5.3171 -0.0621
C -7.6808 1.1016 6.5883 -0.2071
O -7.2396 -0.0148 7.3722 0.0360
C -6.1708 -0.6658 6.9018 -0.5980
O -5.5526 -0.3953 5.9038 0.1194
O -5.9121 -1.6902 7.7259 -0.0031
C -4.8498 -2.5342 7.2791 -0.0377
H -9.1990 -0.0261 5.5499 0.0828
H -8.7672 1.5117 4.7682 0.0733
H -7.6955 0.1114 4.6595 0.0741
H -8.3890 1.6523 7.2084 0.1220
H -6.8457 1.7733 6.3775 0.1241
H -3.9387 -1.9634 7.0998 0.0965
H -5.1538 -3.0663 6.3766 0.1006
H -4.6518 -3.2645 8.0624 0.0880
C -6.8192 -4.0653 10.7298 -0.0646
C -6.1315 -3.6076 12.0007 -0.2069
O -5.6883 -4.7185 12.7919 0.0368
C -4.6168 -5.3671 12.3281 -0.6009
O -3.9969 -5.0994 11.3295 0.1159
O -4.3547 -6.3854 13.1585 0.0037
C -3.2876 -7.2263 12.7201 -0.0454
H -7.6393 -4.7483 10.9622 0.0825
H -7.2121 -3.2124 10.1740 0.0786
H -6.1330 -4.6083 10.0782 0.0676
H -6.8443 -3.0566 12.6149 0.1227
H -5.2990 -2.9332 11.7893 0.1247
H -2.3794 -6.6512 12.5402 0.0957
H -3.5849 -7.7660 11.8200 0.0987
H -3.0901 -7.9488 13.5103 0.0930
C 8.1926 -6.1366 -9.7359 -0.0684
C 7.0902 -5.7325 -10.6956 -0.2121
O 6.3792 -4.5783 -10.2285 0.0338
C 7.0308 -3.4159 -10.3327 -0.6000
O 8.1354 -3.2552 -10.7842 0.1247
O 6.2468 -2.4530 -9.8280 -0.0008
C 6.8701 -1.1683 -9.7838 -0.0347
H 7.7892 -6.2889 -8.7325 0.0821
H 8.6765 -7.0558 -10.0691 0.0800
H 8.9547 -5.3603 -9.6557 0.0733
H 6.3587 -6.5387 -10.7605 0.1214
H 7.4738 -5.5623 -11.7037 0.1248
H 7.2366 -0.8711 -10.7661 0.0998
H 7.6829 -1.1753 -9.0564 0.1038
H 6.1228 -0.4463 -9.4617 0.0736

=====

2.
96
Properties=species:S:1:pos:R:3:lowdin_charge:R:1 method="wB97M-V/def2-TZVPD" smiles=CCCC#N.CCCC#N.CCCC#N.CCCC#N.CCCC#N.CCCC#N.CCCC#N.CCCC#N orbital_gap_ev=11.17 charge=0 relative_energy_kcal_mol=85.5 total_energy_ev=-46008.21909 molar_mass_g_mol=552.9
C 4.4405 -0.8347 2.2082 -0.0844
C 5.8827 -0.3590 2.7118 -0.1873
C 5.8082 0.6266 3.9016 -0.2029
C 5.0050 0.1914 4.9742 -0.2769
N 4.2925 -0.1691 5.7876 0.1711
H 3.8437 -0.2346 1.5213 0.0390
H 3.8236 -0.7436 3.1022 0.0380
H 4.3494 -1.8542 1.8334 0.0661
H 6.5114 0.0127 1.9026 0.1029
H 6.3378 -1.2359 3.1722 0.1010
H 5.3587 1.5513 3.5398 0.1154
H 6.7890 0.8421 4.3255 0.1244
C -0.4812 -0.7408 -2.2455 -0.1271
C 0.7867 -1.2488 -1.6494 -0.2229
C 1.1968 -0.4530 -0.3256 -0.1480
C 1.2492 1.0124 -0.4273 -0.1763
N 1.2908 2.2048 -0.4817 0.1788
H -0.2897 0.2977 -2.5157 0.0761
H -1.2115 -0.6266 -1.4445 0.0572
H -0.7791 -1.2512 -3.1614 0.0553
H 1.5158 -1.0789 -2.4416 0.1075
H 0.6247 -2.3093 -1.4566 0.1042
H 2.0688 -0.7731 0.2446 0.0930
H 0.5065 -0.6193 0.5014 0.0929
C -4.0158 -2.0410 -4.3699 -0.0815
C -3.1406 -3.1560 -3.8020 -0.2597
C -3.4003 -4.5036 -4.4349 -0.2215
C -4.6029 -5.2245 -4.1012 -0.2385
N -5.6089 -5.7539 -4.0410 0.1541
H -3.8912 -1.8551 -5.4367 0.0700
H -3.8713 -1.0909 -3.8556 0.0681
H -5.0481 -2.3787 -4.2783 0.0788
H -3.2712 -3.3357 -2.7349 0.1183
H -2.0831 -3.0149 -4.0253 0.0632
H -2.5701 -5.1380 -4.1243 0.1223
H -3.4094 -4.4482 -5.5234 0.1212
C 1.6625 -3.5911 -6.1285 -0.0551
C 0.4402 -2.7191 -5.5521 -0.2592
C -0.6917 -2.7083 -6.4906 -0.2236
C -0.3490 -2.8564 -7.9373 -0.2164
N -0.0835 -2.9989 -9.0658 0.1435
H 1.9811 -3.0352 -7.0103 0.0659
H 1.2202 -4.5815 -6.2359 0.0813
H 2.5985 -3.5453 -5.5717 0.0663
H 0.6574 -1.6556 -5.4519 0.1041
H 0.1430 -2.9213 -4.5231 0.0815
H -1.5564 -2.0703 -6.3082 0.1124
H -1.1932 -3.6721 -6.4035 0.1024
C 1.4531 1.3552 3.5627 -0.0891
C 1.1401 1.6062 5.0627 -0.2441
C 1.5801 2.9821 5.6041 -0.1762
C 0.7991 4.0368 4.9795 -0.2371
N 0.1316 4.9575 4.6405 0.1413
H 0.8390 2.0509 2.9909 0.0513
H 1.2516 0.3515 3.1883 0.0579
H 2.4504 1.6970 3.2860 0.0451
H 1.5120 0.8889 5.7942 0.0886
H 0.0783 1.4398 5.2448 0.1033
H 2.6162 3.2283 5.3718 0.1217
H 1.2692 3.1595 6.6336 0.1263
C 0.2580 4.8760 1.1349 -0.1074
C 1.4229 5.8569 0.8222 -0.2460
C 2.6394 5.2796 0.1473 -0.2253
C 3.2461 4.1111 0.7051 -0.2445
N 3.6846 3.1176 1.1363 0.1431
H 0.6044 4.1725 1.8921 0.0339
H -0.0465 4.3302 0.2419 0.0395
H -0.5721 5.4356 1.5660 0.0663
H 1.7143 6.4060 1.7176 0.1060
H 1.1523 6.7020 0.1893 0.1041
H 3.4042 6.0482 0.0356 0.1209
H 2.3966 5.0753 -0.8955 0.1209
C -3.3997 1.3215 -0.7981 -0.1006
C -3.0796 2.5369 0.0629 -0.2623
C -4.2593 2.9262 0.9780 -0.1744
C -4.5413 1.8497 1.9859 -0.2239
N -4.7794 1.0527 2.7758 0.1402
H -3.5195 0.3647 -0.2900 0.0743
H -2.5230 1.1008 -1.4070 0.0410
H -4.1913 1.6042 -1.4921 0.0811
H -2.6935 3.3990 -0.4809 0.1082
H -2.2750 2.3552 0.7754 0.0986
H -5.1343 3.2200 0.3982 0.1158
H -3.9478 3.7443 1.6274 0.1116
C -1.6317 -2.7301 1.3757 -0.1253
C -1.0697 -2.7957 2.7951 -0.2339
C -1.6035 -1.7287 3.7947 -0.1713
C -2.7280 -1.9282 4.7163 -0.2243
N -3.4940 -2.0921 5.5695 0.1345
H -1.0406 -3.4216 0.7753 0.0681
H -1.5827 -1.7535 0.8941 0.0469
H -2.6413 -3.1307 1.2845 0.0783
H 0.0150 -2.7305 2.7098 0.0954
H -1.1710 -3.8708 2.9438 0.1103
H -1.7878 -0.7827 3.2856 0.1079
H -0.7826 -1.5865 4.4975 0.1086

=====

3.
119
Properties=species:S:1:pos:R:3:lowdin_charge:R:1 method="wB97M-V/def2-TZVPD" smiles="C[C@H]1COC(=O)O1.C[C@H]1COC(=O)O1.C[C@H]1COC(=O)O1.COC(=O)OC.COC(=O)OC.COC(=O)OC.COC(=O)OC.COC(=O)OC.COC(=O)OC.BrCCBr" orbital_gap_ev=10.38 charge=0 relative_energy_kcal_mol=0.0 total_energy_ev=-229491.78242 molar_mass_g_mol=1034.6
C -0.9333 2.8036 -2.2540 -0.0515
C -1.0659 4.0134 -3.1448 -0.2990
C 0.1735 4.9058 -3.0947 -0.0826
O 0.8199 4.7460 -4.3640 0.0847
C -0.0168 4.0996 -5.1776 -0.5791
O 0.2002 3.7929 -6.3038 0.1642
O -1.1160 3.6449 -4.5275 0.0835
H -1.8591 2.2346 -2.1948 0.0269
H -0.6039 3.0302 -1.2376 0.0728
H -0.1350 2.1202 -2.5579 0.0968
H -1.9166 4.6507 -2.9065 0.1497
H 0.9024 4.5970 -2.3502 0.0970
H -0.1730 5.9233 -2.9126 0.1346
C 2.0417 -4.5597 -1.7491 0.0067
C 2.3891 -3.8522 -3.0725 -0.2833
C 1.8542 -2.4142 -3.1897 -0.0850
O 2.9990 -1.6394 -3.4845 0.0769
C 4.1129 -2.3694 -3.3434 -0.5686
O 5.2179 -1.9885 -3.5608 0.1647
O 3.8005 -3.6728 -3.1785 0.0848
H 1.0512 -4.2874 -1.3809 0.0846
H 2.7317 -4.1998 -0.9840 0.0739
H 2.1189 -5.6402 -1.8393 0.0852
H 1.9400 -4.4666 -3.8527 0.1302
H 1.4754 -2.0313 -2.2365 0.1136
H 1.0736 -2.2659 -3.9324 0.1218
C -4.3176 0.6009 -2.7945 -0.0201
C -5.7932 0.9616 -2.6534 -0.3135
C -6.5960 0.6663 -3.9170 -0.0782
O -7.5530 -0.3084 -3.4980 0.0799
C -7.4411 -0.5577 -2.1883 -0.5602
O -8.1729 -1.2400 -1.5616 0.1778
O -6.3585 0.1041 -1.6741 0.0552
H -4.2214 -0.4433 -3.0887 0.0900
H -3.7054 0.8989 -1.9462 0.0256
H -3.8885 1.2128 -3.5982 0.0962
H -5.8976 1.9902 -2.2977 0.1513
H -5.9295 0.3934 -4.7353 0.1243
H -7.1937 1.5110 -4.2618 0.1345
C -1.6289 -0.9481 7.0096 -0.0600
O -0.7274 -1.2954 8.0425 0.0317
C -0.6580 -0.5250 9.1115 -0.6321
O 0.0755 -0.7243 10.0195 0.1536
O -1.5668 0.4640 9.0879 -0.0381
C -1.5913 1.3099 10.2354 -0.0298
H -1.3728 0.0370 6.6066 0.0937
H -2.6797 -0.9064 7.2890 0.0986
H -1.5145 -1.6025 6.1477 0.0883
H -2.1470 2.1899 9.9254 0.0944
H -0.5688 1.6090 10.4719 0.0981
H -2.0196 0.7874 11.0888 0.1004
C 0.5050 -0.5347 3.4283 -0.0429
O -0.4943 -0.5316 2.4444 0.0100
C -0.1644 -0.9029 1.2016 -0.6011
O 0.8108 -1.5413 0.9210 0.1255
O -1.0467 -0.3080 0.4060 0.0005
C -0.8822 -0.6791 -0.9878 -0.0006
H 1.1279 -1.4241 3.5113 0.0913
H 0.0076 -0.5359 4.4037 0.0817
H 1.0781 0.3914 3.5126 0.0924
H -1.3915 0.0121 -1.6493 0.0734
H -1.2268 -1.7054 -1.0647 0.0933
H 0.1799 -0.5925 -1.2136 0.0797
C 6.7172 -4.0879 -1.0824 -0.0281
O 5.7110 -3.2160 -0.5745 0.0050
C 5.0075 -3.6630 0.4595 -0.6472
O 5.1838 -4.6978 1.0510 0.1205
O 4.1155 -2.7579 0.7889 -0.0087
C 3.4119 -2.9570 2.0135 -0.0369
H 6.5645 -5.1239 -0.7765 0.0920
H 7.6564 -3.7755 -0.6265 0.1000
H 6.7317 -4.0829 -2.1676 0.0911
H 2.9645 -1.9993 2.2635 0.0617
H 4.0496 -3.3655 2.7908 0.1016
H 2.5392 -3.6047 1.9137 0.0982
C -3.7650 -2.4336 -6.0818 -0.0158
O -3.0013 -2.0816 -4.9164 0.0071
C -2.0937 -2.8974 -4.4213 -0.5940
O -1.4442 -2.6757 -3.4411 0.1220
O -2.0108 -4.0365 -5.1520 -0.0268
C -1.0204 -4.9811 -4.7462 -0.0265
H -3.1673 -2.7740 -6.9208 0.0988
H -4.3496 -1.5505 -6.3156 0.0908
H -4.4628 -3.2213 -5.7992 0.1014
H -1.4526 -5.9411 -5.0108 0.1001
H -0.8222 -4.9332 -3.6753 0.0882
H -0.0670 -4.7835 -5.2369 0.0927
C 4.6182 3.3592 4.6386 -0.0551
O 3.3336 3.1880 4.0905 -0.0259
C 2.3176 3.0577 4.9614 -0.6307
O 2.4687 2.8552 6.1298 0.1434
O 1.1364 3.1888 4.4044 0.0141
C 0.9691 3.4246 3.0036 -0.0238
H 5.2916 3.4366 3.7818 0.0949
H 5.0260 2.5467 5.2393 0.0993
H 4.7190 4.3004 5.1808 0.1019
H 0.9252 4.5135 2.9129 0.1002
H -0.0274 3.0743 2.7481 0.0936
H 1.7401 3.0668 2.3271 0.0841
C 3.6536 4.6534 -1.7896 -0.0090
O 4.0694 3.6353 -0.8622 0.0063
C 3.2371 2.7014 -0.4389 -0.6174
O 2.0758 2.5755 -0.7439 0.1148
O 3.9488 1.8460 0.2916 0.0118
C 3.4494 0.5099 0.3691 -0.0218
H 4.5079 5.3198 -1.7389 0.0990
H 2.7453 5.1085 -1.3978 0.0831
H 3.4794 4.2751 -2.7948 0.1025
H 4.2196 -0.1278 0.7914 0.0911
H 3.0170 0.0682 -0.5251 0.1003
H 2.6657 0.5144 1.1332 0.0795
Br -3.4344 2.7542 0.4247 0.6505
C -4.1112 1.0165 1.0999 -0.6381
C -5.4994 1.3294 1.6250 -0.6945
Br -6.3009 -0.3385 2.3315 0.6074
H -3.4072 0.7336 1.8716 0.0479
H -4.2217 0.2866 0.3044 0.0454
H -6.1735 1.7749 0.8991 0.0463
H -5.5532 1.9844 2.4905 0.0432

=====

4.
115
Properties=species:S:1:pos:R:3:lowdin_charge:R:1 method="wB97M-V/def2-TZVPD" smiles="CCCCC[C@@H]1[C@@H](Br)[C@@](CCCOC)(CCCC(=O)O)S(=O)(=O)O[C@]1(Cl)CCCCC(F)(F)C(F)(F)S(F)(F)(F)(F)F.CN(C)C=O.CN(C)C=O.CN(C)C=O" orbital_gap_ev=8.61 charge=0 total_energy_ev=-185708.36764 molar_mass_g_mol=979.3
C 3.5483 1.4172 2.6251 -0.1197
C 2.0586 1.6854 3.1544 -0.2283
C 1.4250 2.8967 2.3142 -0.2026
C 0.4512 2.3412 1.1461 -0.2065
C -0.1328 3.6026 0.3905 -0.1397
C -0.3658 3.4196 -1.2039 -0.3194
C -1.7285 2.6708 -1.5791 -0.5249
Br -2.5558 3.7520 -3.0737 0.7071
C -1.6360 1.1090 -1.8999 -0.4299
C -1.6849 0.3119 -0.5272 -0.1216
C -0.4262 -0.5678 -0.1200 -0.1482
C -0.6242 -2.1549 -0.3533 -0.1989
O 0.0127 -2.8191 0.7651 -0.2331
C 0.9711 -3.8005 0.3148 -0.1115
C -2.9136 0.5975 -2.7541 -0.1764
C -2.9281 -0.9803 -2.9968 -0.1528
C -2.9395 -1.3797 -4.5714 -0.0628
C -1.7466 -2.4047 -4.8780 -0.4301
O -1.7437 -3.5883 -4.5172 0.0439
O -0.6604 -1.9308 -5.6409 0.0407
S -0.1803 0.8429 -2.9810 0.7891
O 0.2086 -0.6113 -3.1470 -0.2975
O -0.4679 1.3161 -4.3873 -0.3196
O 1.1169 1.5872 -2.2581 -0.2236
C 0.9427 2.9882 -2.0087 -0.6708
Cl 0.9430 4.0220 -3.5659 0.6813
C 2.3159 3.4589 -1.2883 -0.1563
C 3.5559 3.4909 -2.2882 -0.2254
C 4.9820 3.3972 -1.5532 -0.1593
C 5.2110 2.0461 -0.7474 -0.0829
C 5.4975 0.7764 -1.7003 -0.3362
F 4.2583 0.4674 -2.2895 0.0730
F 6.4452 1.2484 -2.6429 0.0674
C 6.0725 -0.3648 -0.7550 -0.3458
F 7.4094 -0.0135 -0.4724 0.0688
F 5.4382 -0.4287 0.4865 0.0771
S 6.0898 -2.0994 -1.4777 0.9727
F 7.7665 -2.1068 -1.4624 -0.1835
F 6.1735 -2.7354 0.0794 -0.1865
F 4.4470 -2.2449 -1.4170 -0.1598
F 6.1054 -1.5735 -3.0394 -0.1464
F 6.1407 -3.6580 -2.0375 -0.1581
H 3.4654 0.6659 1.7761 0.0647
H 3.9358 2.3918 2.2074 0.0337
H 4.1871 1.0586 3.4885 0.0820
H 2.0548 1.9038 4.2749 0.1054
H 1.4013 0.7538 3.0335 0.1050
H 2.1961 3.6272 1.9142 0.0987
H 0.7205 3.4377 3.0408 0.1201
H 1.0379 1.6658 0.4536 0.0902
H -0.3170 1.7019 1.6932 0.1075
H -1.1588 3.8313 0.8475 0.1307
H 0.5572 4.4886 0.5160 0.1063
H -0.5398 4.5062 -1.5283 0.0971
H -2.4449 2.8598 -0.7082 0.1116
H -2.6129 -0.3669 -0.3985 0.1181
H -1.8107 1.0896 0.3066 0.1098
H 0.5756 -0.2274 -0.5174 0.0970
H -0.3349 -0.4805 1.0211 0.1154
H -0.2081 -2.4680 -1.3624 0.1160
H -1.7423 -2.3973 -0.2656 0.1119
H 1.9198 -3.3374 -0.1261 0.0915
H 0.4398 -4.4889 -0.4114 0.0960
H 1.3106 -4.3643 1.2481 0.0973
H -3.8612 0.8613 -2.1707 0.1391
H -2.9346 1.0575 -3.8002 0.0809
H -3.8990 -1.4256 -2.5854 0.1140
H -2.0666 -1.5512 -2.5456 0.0886
H -2.7586 -0.4946 -5.2524 0.1149
H -3.9331 -1.8413 -4.8467 0.1200
H 0.1198 -2.5068 -5.4861 0.1245
H 2.1496 4.5238 -0.9250 0.1314
H 2.5991 2.7773 -0.4263 0.1022
H 3.4570 2.7338 -3.1379 0.1127
H 3.5591 4.5101 -2.8113 0.0993
H 5.0308 4.2445 -0.7814 0.1188
H 5.7757 3.6213 -2.3274 0.1177
H 4.4235 1.8109 0.0297 0.0922
H 6.1895 2.1833 -0.1629 0.1345
C -6.0071 -4.7366 -0.8735 -0.0558
N -5.8493 -3.4020 -0.3311 -0.1968
C -7.0208 -2.5554 -0.1908 -0.0481
C -4.6375 -2.9190 0.0500 -0.3492
O -4.4371 -1.8100 0.5115 0.0008
H -6.4252 -4.6655 -1.8805 0.0919
H -6.6890 -5.3037 -0.2346 0.0767
H -5.0484 -5.2542 -0.9207 0.0878
H -6.8768 -1.6453 -0.7779 0.0932
H -7.1386 -2.2797 0.8587 0.0833
H -7.9136 -3.0766 -0.5352 0.0904
H -3.8186 -3.6415 -0.0988 0.1292
C 7.9110 4.0552 3.5146 -0.0589
N 6.5851 4.0773 4.0985 -0.1986
C 6.4475 3.9522 5.5371 -0.0406
C 5.4649 4.2116 3.3396 -0.3529
O 4.3273 4.2372 3.7670 0.0089
H 8.3945 3.1069 3.7619 0.0904
H 8.4964 4.8813 3.9259 0.0899
H 7.8611 4.1582 2.4300 0.0819
H 5.8401 3.0733 5.7650 0.0926
H 5.9413 4.8376 5.9281 0.0941
H 7.4261 3.8527 6.0064 0.0876
H 5.6817 4.2986 2.2619 0.1274
C -9.8671 -5.9308 3.5587 -0.0615
N -9.4290 -4.7281 2.8798 -0.2019
C -8.0079 -4.4710 2.7499 -0.0379
C -10.3096 -3.8304 2.3592 -0.3429
O -10.0050 -2.8065 1.7796 0.0133
H -9.4887 -5.9204 4.5839 0.0896
H -9.4709 -6.8028 3.0323 0.0889
H -10.9557 -5.9912 3.5807 0.0837
H -7.7706 -3.5206 3.2336 0.1001
H -7.7538 -4.3981 1.6907 0.0608
H -7.4305 -5.2720 3.2116 0.0919
H -11.3620 -4.1192 2.5115 0.1309